DFT (ωB97M-V/def2-TZVPD) results for a gas-phase ion, C2H8N2OP (charge -1).

Each line ends with the natural charge from an NBO analysis.
Geometry (Å):
C (0.371, -0.312, 1.204)  -0.41
C (0.662, 0.826, -0.885)  -0.38
N (-2.643, -0.871, -0.065)  -0.71
N (-0.165, 0.076, -0.046)  -0.76
O (-3.055, -1.944, -0.986)  -0.78
P (-1.239, -1.274, -0.866)  0.90
H (0.059, 0.462, 1.906)  0.17
H (-0.033, -1.355, 1.365)  0.19
H (1.486, -0.278, 1.332)  0.14
H (0.305, 0.889, -1.941)  0.19
H (1.023, 1.985, -0.717)  0.12
H (1.736, 0.317, -0.863)  0.11
H (-2.804, -1.258, 0.926)  0.32
H (-1.558, -0.498, -2.067)  -0.10

2S+1: 1
Energy above the lowest of the compared OMol25 structures with the same formula, charge and spin in kcal per mole: 4.9
HOMO-LUMO gap in eV: 7.147
HOMO level in eV: -2.95
LUMO energy in eV: 4.198
Total energy in hartree: -606.99548
Max |F| in hartree/bohr: 0.0737
Net charge: -1